(1)
This record from OMol25 describes a molecular structure, C36H38B2Cl4F4N7O9SSeSr. The level of theory is ωB97M-V with the def2-TZVPD basis set.

## Properties
**Frontier orbital gap**: 4.754 eV
**Net charge**: -1
**Lowest unoccupied orbital energy**: -1.048 eV

The geometry in XYZ format:
```
103
Properties=species:S:1:pos:R:3:mulliken_charge:R:1
Sr 0.505 0.886 -0.558 1.1991
C -0.381 -4.253 0.572 -1.6909
C -0.491 -2.760 0.506 0.5947
N -0.796 -2.083 -0.534 0.8198
O -1.051 -2.830 -1.662 -0.2393
B -2.542 -3.012 -1.797 0.3615
F -2.977 -3.947 -0.835 -0.3833
F -2.768 -3.467 -3.085 -0.3714
O -3.251 -1.765 -1.448 -0.2917
N -3.015 -0.755 -2.342 -0.6887
C -2.924 0.392 -1.797 0.4112
C -2.727 1.577 -2.697 -0.4712
C -3.014 0.641 -0.320 0.1337
N -1.928 1.038 0.211 0.4727
O -2.018 1.403 1.542 -0.4562
B -0.781 1.401 2.334 0.6833
F 0.313 2.010 1.559 -0.5197
F -1.000 2.129 3.476 -0.3364
O -0.305 0.062 2.729 -0.4986
N -0.169 -0.713 1.596 0.6114
C -0.393 -1.955 1.754 -0.5099
C -0.711 -2.607 3.065 -1.7827
C -4.322 0.487 0.382 -1.4287
H -0.384 -4.660 -0.434 0.2481
H -1.234 -4.675 1.104 0.4112
H 0.529 -4.553 1.102 0.4075
H -2.819 1.261 -3.734 0.4339
H -1.744 2.028 -2.547 -0.2292
H -3.448 2.366 -2.476 0.3539
H -0.812 -1.859 3.844 0.4376
H 0.082 -3.310 3.336 0.2924
H -1.635 -3.181 2.982 0.3741
H -4.803 -0.422 0.024 0.3533
H -4.964 1.340 0.146 0.2910
H -4.174 0.451 1.458 0.3529
Cl 7.576 2.394 2.914 -0.1650
C 6.083 1.926 2.225 0.3895
C 5.323 0.847 2.900 0.9692
Cl 5.947 0.230 4.365 -0.1675
C 4.183 0.348 2.394 0.0998
Cl 3.271 -0.882 3.136 -0.0860
C 3.682 0.851 1.109 -0.6456
O 2.767 0.346 0.511 0.5360
C 4.378 2.074 0.480 -0.1539
O 3.892 2.580 -0.491 -0.5224
C 5.643 2.515 1.103 0.1077
Cl 6.496 3.746 0.288 -0.1513
C 1.842 -5.422 -2.237 -1.0060
C 3.295 -5.092 -1.915 0.0176
C 3.520 -4.745 -0.444 -0.9654
C 2.984 -3.374 -0.049 0.2035
N 3.741 -2.288 -0.662 1.2503
C 3.296 -1.496 -1.685 -0.4263
Se 1.671 -1.691 -2.500 -0.2099
N 4.283 -0.580 -1.928 1.4920
C 4.267 0.451 -2.962 -0.8904
C 5.173 0.093 -4.135 -0.8553
C 4.642 -1.052 -4.995 0.0462
C 3.438 -0.648 -5.838 -1.1679
C 5.329 -0.775 -1.047 0.2566
C 6.518 -0.085 -0.855 -0.5812
C 7.352 -0.525 0.166 -0.9350
C 7.006 -1.612 0.970 -1.0400
C 5.815 -2.303 0.779 -0.6686
C 4.986 -1.867 -0.243 0.3795
H 1.726 -5.683 -3.289 0.4049
H 1.179 -4.576 -2.046 0.0116
H 1.497 -6.271 -1.641 0.3613
H 3.629 -4.258 -2.541 -0.1704
H 3.931 -5.943 -2.173 0.4278
H 4.586 -4.797 -0.203 0.3830
H 3.020 -5.489 0.185 0.5561
H 3.026 -3.227 1.032 0.4686
H 1.949 -3.244 -0.366 -1.3392
H 4.577 1.385 -2.492 0.3045
H 3.232 0.580 -3.265 0.0078
H 6.172 -0.150 -3.759 0.3151
H 5.283 0.990 -4.753 0.5428
H 4.370 -1.896 -4.353 -0.1691
H 5.445 -1.406 -5.647 0.4327
H 2.601 -0.339 -5.210 0.1318
H 3.089 -1.481 -6.449 0.3726
H 3.695 0.178 -6.507 0.3749
H 6.782 0.765 -1.471 0.6182
H 8.286 -0.008 0.345 0.4812
H 7.677 -1.923 1.760 0.4318
H 5.540 -3.137 1.411 0.4932
O 1.319 1.823 -2.789 -0.2446
C 0.717 2.908 -2.669 0.4981
N 0.233 3.343 -1.505 -0.5956
S -0.538 4.773 -1.661 1.1112
O -1.941 4.642 -1.386 -0.6718
O 0.186 5.824 -1.002 -0.7212
C -0.291 4.909 -3.418 0.2099
C -0.707 5.884 -4.302 -0.7494
C -0.375 5.711 -5.641 -0.4832
C 0.346 4.597 -6.066 -0.5965
C 0.754 3.626 -5.161 -0.6453
C 0.424 3.805 -3.830 0.1008
H -1.272 6.742 -3.966 0.4595
H -0.686 6.452 -6.367 0.3792
H 0.581 4.486 -7.117 0.4115
H 1.302 2.746 -5.472 0.6402
```

---

(2)
This record from OMol25 describes a molecular structure, C31H30BrNOPPt. The level of theory is ωB97M-V with the def2-TZVPD basis set.

## Properties
**Spin multiplicity**: 5
**<S²>**: 6.055
**Frontier orbital gap (spin up / spin down)**: 7.467 / 5.051 eV
**Net charge**: +3
**Lowest unoccupied orbital energy (spin up / spin down)**: -9.254 / -12.067 eV

The geometry in XYZ format:
```
66
Properties=species:S:1:pos:R:3:mulliken_charge:R:1
Pt 0.448 -1.202 0.111 1.1307
C -2.888 4.834 0.162 -0.5564
C -3.290 3.912 -0.800 -0.7815
C -2.519 2.793 -1.057 -0.3459
C -1.327 2.609 -0.344 0.8123
C -0.921 3.538 0.627 -0.2644
C -1.703 4.652 0.869 -0.8714
P -0.256 1.225 -0.625 1.7123
C -1.011 -0.058 -1.616 -0.1100
C -2.328 -0.478 -1.277 -0.2019
C -3.013 -1.329 -2.113 -1.1311
C -2.403 -1.800 -3.279 -0.5414
C -1.100 -1.410 -3.620 -0.7834
C -0.404 -0.553 -2.805 -0.3973
C 1.342 1.728 -1.282 0.7537
C 1.530 2.990 -1.847 -1.1658
C 2.790 3.376 -2.289 -0.8981
C 3.865 2.506 -2.167 -0.7686
C 3.689 1.231 -1.601 0.7548
C 4.776 0.341 -1.467 -0.6574
C 4.594 -0.933 -0.901 -0.9647
C 3.345 -1.324 -0.472 -0.5436
C 2.218 -0.472 -0.567 -0.5244
C 2.409 0.828 -1.144 0.9860
H -3.499 5.705 0.357 0.4527
H -4.203 4.074 -1.357 0.4655
H -2.826 2.096 -1.826 0.4469
H 0.006 3.401 1.175 0.4676
H -1.393 5.379 1.607 0.4546
H -2.797 -0.102 -0.376 0.7349
H -4.026 -1.624 -1.874 0.5353
H -2.948 -2.468 -3.934 0.4807
H -0.653 -1.767 -4.538 0.5150
H 0.590 -0.225 -3.082 0.4962
H 0.695 3.673 -1.941 0.5915
H 2.932 4.355 -2.728 0.4917
H 4.848 2.808 -2.505 0.4897
H 5.759 0.645 -1.807 0.4904
H 5.437 -1.606 -0.811 0.4830
H 3.232 -2.320 -0.059 0.4603
Br 1.523 0.126 6.719 -0.0081
C 1.205 -0.144 4.911 -0.0220
C 1.708 -1.270 4.265 -0.5870
C 1.442 -1.427 2.922 -0.2908
N 0.720 -0.542 2.221 0.2598
C 0.232 0.537 2.842 -0.2481
C 0.451 0.772 4.182 -0.8268
H 2.292 -2.009 4.795 0.5063
H 1.813 -2.298 2.391 0.3792
H -0.369 1.219 2.255 0.4736
H 0.037 1.652 4.654 0.5230
C -2.339 -1.427 2.329 -0.9848
C -2.328 -2.607 1.395 -0.4285
O -1.054 -2.729 0.697 -0.4113
C -1.015 -3.960 -0.080 -0.3053
C 0.340 -4.143 -0.710 -1.1938
H -3.329 -1.345 2.777 0.4853
H -2.136 -0.491 1.802 0.0121
H -1.615 -1.544 3.133 0.2851
H -3.113 -2.533 0.639 0.3072
H -2.472 -3.537 1.945 0.5677
H -1.805 -3.910 -0.835 0.3293
H -1.242 -4.780 0.601 0.4552
H 0.557 -3.372 -1.460 0.2869
H 0.368 -5.102 -1.229 0.4607
H 1.131 -4.164 0.045 0.2770
```

---

(3)
This record from OMol25 describes a molecular structure, C29H52BCl2IrN6O3S4Si. The level of theory is ωB97M-V with the def2-TZVPD basis set.

## Properties
**Frontier orbital gap (spin up / spin down)**: 4.380 / 4.397 eV
**Lowest unoccupied orbital energy (spin up / spin down)**: -0.375 / -0.368 eV

The geometry in XYZ format:
```
99
Properties=species:S:1:pos:R:3:mulliken_charge:R:1
Ir -0.954 0.247 -0.414 2.4481
C -0.704 2.327 3.422 -1.8657
C 0.243 1.468 4.244 1.6482
C 1.573 2.226 4.341 -2.0461
C -0.346 1.200 5.628 -1.7972
N 0.532 0.134 3.618 0.7825
C 1.616 -0.596 4.066 -0.5319
C 1.653 -1.743 3.365 -1.2210
N 0.590 -1.740 2.498 0.0637
B 0.429 -2.909 1.505 0.9263
N -1.059 -3.230 1.233 0.0488
C -1.781 -3.933 2.156 -1.3356
C -3.044 -4.047 1.694 -0.2711
N -3.103 -3.393 0.484 0.5345
C -1.876 -2.863 0.235 -0.3732
S -1.406 -1.900 -1.147 -0.2942
C -4.361 -3.267 -0.323 1.4393
C -4.800 -1.810 -0.346 -0.9490
C -4.118 -3.823 -1.726 -1.3871
C -5.458 -4.101 0.338 -2.3055
N 1.235 -2.702 0.211 0.8126
C 1.734 -3.784 -0.477 -1.1864
C 2.581 -3.321 -1.417 -0.5910
N 2.609 -1.945 -1.306 0.5406
C 1.748 -1.580 -0.321 -1.0989
S 1.326 0.079 0.051 0.5834
C 3.499 -1.054 -2.124 1.5209
C 4.533 -1.926 -2.836 -2.3138
C 2.642 -0.319 -3.151 -1.1576
C 4.242 -0.064 -1.226 -1.2654
C -0.088 -0.585 2.652 -0.2878
S -1.550 -0.170 1.785 -0.3907
H -0.735 3.312 3.889 0.6058
H -1.714 1.932 3.379 0.5102
H -0.330 2.442 2.408 0.3340
H 1.366 3.255 4.633 0.5353
H 2.075 2.242 3.372 0.5457
H 2.249 1.809 5.087 0.4058
H -0.522 2.149 6.136 0.4362
H 0.329 0.603 6.243 0.3483
H -1.298 0.674 5.542 0.3602
H 2.267 -0.241 4.839 0.5629
H 2.344 -2.565 3.406 0.6624
H 0.901 -3.876 2.041 -0.2353
H -1.328 -4.313 3.053 0.6193
H -3.886 -4.552 2.122 0.5416
H -4.094 -1.180 -0.874 -0.2682
H -4.907 -1.428 0.670 0.3817
H -5.769 -1.740 -0.844 0.4867
H -3.382 -3.233 -2.266 0.0912
H -5.055 -3.796 -2.282 0.4834
H -3.778 -4.859 -1.676 0.4069
H -5.722 -3.719 1.324 0.4927
H -5.188 -5.155 0.415 0.5068
H -6.346 -4.031 -0.288 0.4601
H 1.444 -4.791 -0.238 0.6449
H 3.157 -3.856 -2.145 0.5585
H 4.084 -2.553 -3.607 0.4931
H 5.083 -2.555 -2.135 0.5090
H 5.246 -1.266 -3.327 0.4405
H 2.113 -1.030 -3.789 0.4147
H 3.283 0.303 -3.778 0.4761
H 1.920 0.322 -2.648 -0.1145
H 4.727 -0.581 -0.395 0.3163
H 3.580 0.702 -0.835 -0.1975
H 5.015 0.428 -1.818 0.5241
C -1.369 2.398 -4.275 -0.8835
S -0.728 0.772 -3.862 0.4665
C -2.239 -0.166 -4.124 -0.8261
O -0.409 0.886 -2.394 -0.4853
H -2.272 2.591 -3.698 0.1421
H -1.576 2.421 -5.345 0.4652
H -0.584 3.111 -4.031 0.2713
H -2.356 -0.238 -5.206 0.5630
H -3.090 0.325 -3.654 0.1752
H -2.089 -1.159 -3.704 0.2085
Cl -1.820 3.027 0.272 0.0266
C -3.488 2.656 -0.163 0.1095
Cl -4.397 1.960 1.202 -0.1814
C -3.506 1.676 -1.343 -0.1359
O -4.121 2.008 -2.347 -0.7069
O -2.905 0.560 -1.177 -0.7884
H -3.970 3.586 -0.440 0.4685
C 3.309 3.614 -2.253 -0.8107
Si 2.662 3.886 -0.482 -0.1005
C 2.656 5.772 -0.188 -1.1598
C 3.966 3.238 0.761 -1.0172
C 1.079 3.089 -0.291 1.1777
H 4.240 4.154 -2.442 0.3157
H 2.571 3.965 -2.979 0.2804
H 3.489 2.554 -2.444 0.0311
H 3.648 6.228 -0.277 0.3063
H 2.280 5.983 0.816 0.2648
H 1.990 6.264 -0.900 0.2724
H 4.990 3.497 0.479 0.3783
H 3.903 2.151 0.860 0.2119
H 3.788 3.671 1.750 0.3503
H 0.465 2.807 -1.135 -0.1211
H 0.616 2.981 0.685 -1.2875
```

---

(4)
This record from OMol25 describes a single C2H4P2 molecule. The level of theory is ωB97M-V with the def2-TZVPD basis set.

## Properties
**Frontier orbital gap**: 8.309 eV
**Lowest unoccupied orbital energy**: -0.210 eV
**SMILES**: P[C@@H]1C=P1

The geometry in XYZ format:
```
8
Properties=species:S:1:pos:R:3:nbo_charge:R:1
P 1.921 -0.225 0.214 0.2523
C -0.116 0.362 -0.319 -0.6085
C -1.479 0.973 0.189 -0.5575
P -1.686 -0.691 0.414 0.5572
H 2.016 -1.327 -0.555 -0.0398
H 1.236 -1.165 1.100 -0.0168
H -0.009 0.128 -1.387 0.1853
H -1.883 1.945 0.344 0.2278
```